The following is a DFT calculation (ωB97M-V/def2-TZVPD) of 14 unconnected molecules or ions with the total composition C22H34Cl39O8PS in a non-equilibrium geometry.

Its frontier orbital gap is 9.57 eV. The value obtained for the HOMO energy is -9.46 eV. The calculation puts the molar mass at 1872.21 g mol⁻¹. As for the total charge: 0. The calculation puts the calculated total energy at -20147.4600 Eh.

Each line ends with the Mulliken charge.
Geometry (Å):
1 C -1.782 -0.471 1.967  0.595
2 O -2.526 0.412 1.086  -0.240
3 C -2.611 -0.116 -0.270  -0.786
4 C -1.303 0.253 -1.133  0.012
5 C -0.201 -0.940 -1.198  -0.042
6 C 0.838 -0.560 -2.368  -0.618
7 O 2.241 -0.504 -1.935  -0.071
8 P 2.832 1.122 -2.090  0.702
9 O 2.670 1.501 -3.580  -0.676
10 O 1.855 2.051 -1.019  -0.428
11 O 4.437 1.140 -1.512  -0.264
12 C 5.144 2.365 -1.913  -0.237
13 C 5.384 3.368 -0.679  -0.204
14 C 4.130 4.306 -0.311  -0.675
15 C 3.264 4.812 -1.566  -0.944
16 S 4.059 6.282 -2.437  1.158
17 O 4.099 7.387 -1.373  -0.646
18 O 5.459 5.990 -2.939  -0.547
19 O 3.035 6.853 -3.669  -0.395
20 H -1.443 -1.418 1.392  0.270
21 H -0.841 0.030 2.391  -0.249
22 H -2.498 -0.838 2.803  -0.483
23 H -2.817 -1.259 -0.288  0.301
24 H -3.509 0.394 -0.763  0.281
25 H -0.773 1.163 -0.684  0.015
26 H -1.595 0.484 -2.222  0.387
27 H -0.758 -1.914 -1.464  0.203
28 H 0.327 -1.058 -0.190  0.158
29 H 0.783 -1.416 -3.146  -0.015
30 H 0.466 0.403 -2.860  0.482
31 H 2.041 1.649 -0.124  0.228
32 H 4.694 2.869 -2.847  0.473
33 H 6.203 2.014 -2.248  0.065
34 H 6.362 3.982 -0.781  0.394
35 H 5.564 2.690 0.247  0.151
36 H 4.573 5.261 0.179  0.491
37 H 3.403 3.870 0.456  0.165
38 H 2.948 3.989 -2.302  0.489
39 H 2.275 5.240 -1.134  0.442
40 H 2.107 6.546 -3.502  0.356
41 C -4.765 -2.003 5.094  0.205
42 Cl -5.642 -2.717 3.734  -0.044
43 Cl -3.021 -2.101 4.811  -0.155
44 Cl -5.265 -0.324 5.346  -0.135
45 H -5.001 -2.570 5.993  0.083
46 C -6.557 -1.861 -0.372  0.027
47 Cl -5.416 -1.683 -1.715  -0.045
48 Cl -6.942 -3.568 -0.103  -0.126
49 Cl -5.893 -1.134 1.097  -0.051
50 H -7.477 -1.338 -0.631  0.148
51 C -10.538 -0.673 1.074  -0.023
52 Cl -10.783 1.068 1.277  -0.120
53 Cl -10.400 -1.086 -0.642  -0.130
54 Cl -9.101 -1.207 1.959  -0.010
55 H -11.405 -1.191 1.483  0.313
56 C 1.476 1.319 4.507  -0.243
57 Cl 0.788 2.925 4.777  -0.117
58 Cl 0.289 0.064 4.892  -0.054
59 Cl 2.033 1.162 2.833  0.064
60 H 2.333 1.193 5.168  0.385
61 C -7.589 -5.429 6.419  -0.030
62 Cl -6.430 -6.761 6.314  -0.079
63 Cl -6.891 -4.066 7.310  -0.132
64 Cl -8.103 -4.920 4.804  -0.090
65 H -8.465 -5.779 6.963  0.332
66 C 2.637 -4.204 -3.725  -0.185
67 Cl 1.738 -4.719 -2.288  -0.134
68 Cl 1.537 -3.958 -5.090  -0.107
69 Cl 3.551 -2.727 -3.388  -0.058
70 H 3.341 -4.991 -3.989  0.415
71 C 5.780 -1.007 0.959  -0.177
72 Cl 6.181 -2.393 1.983  -0.132
73 Cl 5.142 -1.520 -0.617  -0.015
74 Cl 4.615 0.038 1.787  -0.097
75 H 6.691 -0.436 0.785  0.340
76 C -3.109 -3.784 -4.310  -0.011
77 Cl -3.372 -2.045 -4.106  -0.120
78 Cl -2.958 -4.193 -6.025  -0.128
79 Cl -1.671 -4.303 -3.418  -0.053
80 H -3.972 -4.311 -3.906  0.305
81 C -5.382 -9.813 9.283  0.042
82 Cl -6.041 -8.200 9.590  -0.102
83 Cl -6.615 -11.053 9.558  -0.119
84 Cl -4.748 -9.922 7.634  -0.118
85 H -4.561 -9.986 9.977  0.297
86 C 7.955 3.367 -4.988  0.073
87 Cl 9.699 3.576 -5.212  -0.138
88 Cl 7.343 2.078 -6.035  -0.124
89 Cl 7.581 3.020 -3.292  -0.117
90 H 7.460 4.297 -5.263  0.264
91 C 7.297 -5.580 -0.458  -0.008
92 Cl 6.540 -3.990 -0.635  -0.003
93 Cl 6.722 -6.687 -1.714  -0.133
94 Cl 9.061 -5.441 -0.512  -0.136
95 H 7.015 -5.988 0.512  0.273
96 C -3.326 3.741 1.461  0.019
97 Cl -3.632 5.480 1.583  -0.140
98 Cl -3.228 3.243 -0.234  -0.118
99 Cl -1.843 3.308 2.324  -0.051
100 H -4.159 3.213 1.925  0.237
101 C 2.282 10.108 -5.633  0.122
102 Cl 1.649 11.727 -5.298  -0.122
103 Cl 1.045 8.881 -5.324  -0.136
104 Cl 2.862 10.000 -7.302  -0.120
105 H 3.122 9.923 -4.965  0.240